(1)
Computed, not measured: C8H10N2OS in the gas phase, with ωB97M-V with the def2-TZVPD basis set.

Properties
HOMO-LUMO gap (alpha / beta): 7.00 / 7.33 eV
HOMO (alpha / beta): -7.10 / -7.09 eV
Multiplicity: 1

Last column: natural (NBO) charge in e.
Atoms and positions in Å:
C: -1.11 0.76 1.92  -0.019
C: 1.72 0.30 -2.15  0.784
C: -2.26 0.49 2.45  -0.427
C: 0.05 1.75 1.82  -0.450
C: 0.26 -1.94 0.09  -0.567
C: 0.07 -1.17 -1.26  -0.105
C: -0.36 0.29 -1.16  0.077
C: 0.07 0.44 1.26  -0.274
N: 1.31 -1.04 -1.94  -0.658
N: 0.67 1.07 -1.65  -0.629
O: 2.77 0.57 -2.67  -0.600
S: 1.11 -0.91 1.24  0.349
H: -2.80 -0.41 1.97  0.197
H: -2.68 1.09 3.21  0.208
H: -0.06 2.57 1.26  0.212
H: 0.58 1.90 2.75  0.205
H: -0.85 -2.17 0.37  0.226
H: 0.77 -2.75 -0.31  0.229
H: -0.65 -1.58 -2.05  0.217
H: -1.29 0.59 -1.21  0.192
H: 1.98 -1.84 -1.83  0.407
H: 0.69 1.97 -2.13  0.426

(2)
Computed, not measured: C8H10N2OS in the gas phase, with ωB97M-V with the def2-TZVPD basis set.

Properties
SMILES string: COc1ccccc1NC(N)=S
HOMO-LUMO gap: 9.00 eV
HOMO: -8.28 eV
Multiplicity: 1

Last column: natural (NBO) charge in e.
Atoms and positions in Å:
C: 0.76 2.21 -0.81  -0.248
O: -0.11 1.73 0.18  -0.527
C: -0.77 0.57 0.03  0.287
C: -2.14 0.48 0.31  -0.245
C: -2.82 -0.69 0.27  -0.204
C: -2.16 -1.91 0.00  -0.212
C: -0.81 -1.84 -0.38  -0.204
C: -0.09 -0.64 -0.27  0.057
N: 1.28 -0.65 -0.56  -0.621
C: 2.28 -0.51 0.32  0.298
N: 1.93 0.07 1.56  -0.818
S: 3.85 -0.91 -0.13  -0.261
H: 0.48 3.27 -1.03  0.192
H: 0.62 1.63 -1.73  0.191
H: 1.80 2.19 -0.47  0.192
H: -2.65 1.42 0.62  0.228
H: -3.89 -0.75 0.50  0.221
H: -2.74 -2.85 -0.02  0.225
H: -0.24 -2.77 -0.54  0.221
H: 1.50 -1.27 -1.34  0.424
H: 2.74 0.46 2.08  0.411
H: 1.18 0.73 1.40  0.393

Tell me which of them is the least stable. Sure, it is (1).

(1)
Computed, not measured: C8H8 as an isolated structure, with ωB97M-V with the def2-TZVPD basis set.

Properties
HOMO-LUMO gap (alpha / beta): 6.49 / 8.01 eV
HOMO (alpha / beta): -7.14 / -8.13 eV
Multiplicity: 1

Last column: natural (NBO) charge in e.
Atoms and positions in Å:
C: -1.90 -1.13 1.30  -0.136
C: -1.54 -1.10 0.07  0.097
C: -0.66 1.02 1.29  -0.531
C: -1.93 0.28 1.37  0.001
C: -0.56 -0.49 -0.85  -0.381
C: 0.85 -0.42 -0.33  -0.245
C: -0.13 0.75 -0.15  0.000
C: 2.04 -0.20 -1.38  -0.583
H: -0.85 2.09 1.61  0.246
H: 0.17 0.50 1.82  0.263
H: -2.87 0.66 1.35  0.203
H: -0.87 -0.45 -1.86  0.237
H: 1.23 -1.06 0.41  0.211
H: 1.88 0.60 -2.08  0.215
H: 2.17 -1.09 -1.82  0.198
H: 2.98 0.03 -0.76  0.205

(2)
Computed, not measured: C8H8 in the gas phase, with ωB97M-V with the def2-TZVPD basis set.

Properties
SMILES string: C#C[C@H](C#CC)C=C
HOMO-LUMO gap: 9.75 eV
HOMO: -9.01 eV
Multiplicity: 1

Last column: natural (NBO) charge in e.
Atoms and positions in Å:
C: 2.33 -1.75 -0.62  -0.249
C: 1.70 -0.81 -0.09  0.011
C: 0.79 0.05 0.73  -0.457
C: -0.60 -0.18 0.72  -0.021
C: -1.65 -0.67 0.25  0.042
C: -3.08 -0.61 -0.26  -0.690
C: 1.01 1.47 0.34  -0.140
C: 0.19 2.05 -0.74  -0.385
H: 3.20 -2.44 -0.97  0.265
H: 1.41 0.09 1.70  0.263
H: -3.78 -0.80 0.60  0.249
H: -3.08 0.49 -0.77  0.248
H: -3.45 -1.51 -1.16  0.241
H: 2.00 2.07 0.82  0.228
H: 0.44 2.93 -1.29  0.195
H: -0.88 1.83 -0.86  0.201

Tell me which of them is the least stable. Sure, it is (1).

(1)
Computed, not measured: a 2-piece molecular cluster, C8H8 overall, with ωB97M-V with the def2-TZVPD basis set.

Properties
SMILES string: c1ccccc1.C#C
HOMO-LUMO gap: 10.37 eV
HOMO: -9.41 eV
Multiplicity: 1

Last column: natural (NBO) charge in e.
Atoms and positions in Å:
C: 0.99 1.23 -0.67  -0.195
C: 1.03 -0.05 -1.38  -0.243
C: 0.98 -1.19 -0.66  -0.204
C: 0.95 -1.25 0.79  -0.205
C: 0.74 0.01 1.37  -0.206
C: 0.88 1.21 0.71  -0.244
H: 0.85 2.25 -1.07  0.227
H: 1.41 -0.07 -2.42  0.230
H: 0.97 -2.18 -1.15  0.216
H: 0.76 -2.09 1.36  0.216
H: 0.43 0.07 2.38  0.209
H: 0.65 2.03 1.31  0.215
C: -2.16 0.10 -0.05  -0.214
C: -3.35 -0.01 -0.11  -0.288
H: -1.13 0.21 0.11  0.224
H: -4.33 -0.60 -0.45  0.262

(2)
Computed, not measured: C8H8 in the gas phase, with ωB97M-V with the def2-TZVPD basis set.

Properties
SMILES string: CC1=CC12C=CC=C2
HOMO-LUMO gap: 8.64 eV
HOMO: -8.03 eV
Multiplicity: 1

Last column: natural (NBO) charge in e.
Atoms and positions in Å:
C: 2.36 0.51 0.73  -0.634
C: 1.34 -0.26 -0.06  0.038
C: 1.20 -1.00 -1.11  -0.110
C: -0.18 -0.16 -0.21  -0.084
C: -1.03 0.75 -0.92  -0.245
C: -2.24 0.68 -0.30  -0.254
C: -2.25 -0.43 0.58  -0.239
C: -0.99 -0.97 0.69  -0.240
H: 2.19 0.24 1.72  0.227
H: 2.26 1.52 0.61  0.231
H: 3.45 0.21 0.44  0.219
H: 1.39 -1.32 -2.09  0.243
H: -0.65 1.34 -1.76  0.217
H: -2.96 1.36 -0.66  0.215
H: -3.20 -0.74 1.09  0.212
H: -0.70 -1.72 1.25  0.205

(3)
Computed, not measured: C8H8 in the gas phase, with ωB97M-V with the def2-TZVPD basis set.

Properties
SMILES string: C#C/C(C=C)=C/C=C
HOMO-LUMO gap: 9.09 eV
HOMO: -8.63 eV
Multiplicity: 1

Last column: natural (NBO) charge in e.
Atoms and positions in Å:
C: -3.20 -0.46 -0.11  -0.220
C: -1.98 -0.34 0.00  -0.030
C: -0.56 -0.10 0.03  -0.129
C: -0.15 1.26 0.50  -0.195
C: 0.50 2.10 -0.32  -0.384
C: 0.26 -1.15 -0.19  -0.155
C: 1.70 -1.25 0.13  -0.233
C: 2.67 -0.33 -0.05  -0.360
H: -4.24 -0.65 0.06  0.238
H: -0.44 1.61 1.54  0.220
H: 0.71 1.70 -1.36  0.204
H: 0.69 3.12 -0.07  0.210
H: -0.29 -1.99 -0.60  0.221
H: 1.94 -2.22 0.60  0.212
H: 3.71 -0.53 0.15  0.197
H: 2.52 0.70 -0.33  0.203

(4)
Computed, not measured: C8H8 as an isolated structure, with ωB97M-V with the def2-TZVPD basis set.

Properties
HOMO-LUMO gap: 8.97 eV
HOMO: -8.50 eV
Multiplicity: 1

Last column: natural (NBO) charge in e.
Atoms and positions in Å:
C: 0.91 0.01 -1.60  -0.707
C: 0.66 0.13 -0.04  0.079
C: -0.59 -0.03 0.24  -0.166
C: -0.92 0.28 1.58  -0.196
C: 0.10 0.99 2.14  -0.190
C: 1.40 0.60 1.22  -0.449
C: -1.56 -0.77 -0.67  -0.071
C: -2.28 -1.20 -1.56  -0.231
H: 1.10 0.89 -2.60  0.247
H: -0.06 -0.73 -1.71  0.262
H: 1.92 -0.52 -2.17  0.220
H: -2.02 0.11 1.69  0.231
H: 0.09 1.09 3.25  0.214
H: 1.96 -0.30 1.51  0.249
H: 1.99 1.42 1.17  0.225
H: -2.71 -1.96 -2.45  0.284

Tell me which of them is the least stable. Sure, it is (4).

(1)
Computed, not measured: C8H8 in the gas phase, with ωB97M-V with the def2-TZVPD basis set.

Properties
SMILES string: C=Cc1ccccc1
HOMO-LUMO gap: 9.50 eV
HOMO: -8.63 eV
Multiplicity: 1

Last column: natural (NBO) charge in e.
Atoms and positions in Å:
C: 1.46 0.59 -2.48  -0.371
C: 0.26 0.56 -1.92  -0.198
C: 0.03 0.08 -0.53  -0.058
C: -1.28 -0.32 -0.21  -0.209
C: -1.61 -0.55 1.12  -0.199
C: -0.65 -0.46 2.13  -0.222
C: 0.64 -0.10 1.78  -0.198
C: 1.00 0.13 0.46  -0.204
H: 1.70 0.83 -3.51  0.201
H: 2.36 0.23 -1.99  0.183
H: -0.61 0.82 -2.51  0.209
H: -2.06 -0.58 -0.92  0.216
H: -2.61 -0.85 1.40  0.210
H: -0.83 -0.72 3.16  0.216
H: 1.44 -0.03 2.51  0.211
H: 2.00 0.37 0.15  0.213

(2)
Computed, not measured: C8H8 in the gas phase, with ωB97M-V with the def2-TZVPD basis set.

Properties
HOMO-LUMO gap (alpha / beta): 7.67 / 7.67 eV
HOMO (alpha / beta): -9.05 / -9.05 eV
Multiplicity: 1

Last column: natural (NBO) charge in e.
Atoms and positions in Å:
C: -1.71 -1.19 1.72  -0.438
C: -1.24 -2.37 1.71  0.032
C: -1.40 0.07 1.28  0.205
C: -0.50 0.57 0.34  -0.143
C: -0.77 1.44 1.55  -0.425
C: 0.27 0.06 -0.68  0.212
C: -0.04 -1.33 -1.17  -0.661
C: 1.55 0.81 -1.12  -0.657
H: -1.30 2.28 1.42  0.222
H: -0.14 1.66 2.39  0.226
H: 0.28 -1.99 -0.36  0.268
H: 0.57 -1.55 -2.01  0.217
H: -1.11 -1.49 -1.40  0.245
H: 1.17 1.53 -1.77  0.235
H: 2.41 0.27 -1.71  0.231
H: 1.95 1.23 -0.20  0.232

Tell me which of them is the least stable. Sure, it is (2).